{
  "formula": "C38H73F5N2O15",
  "method": "wB97M-V/def2-TZVPD",
  "species": ["C", "C", "O", "O", "C", "C", "C", "C", "C", "C", "C", "O", "C", "N", "O", "C", "O", "C", "C", "C", "C", "C", "N", "C", "F", "F", "C", "F", "F", "F", "H", "H", "H", "H", "H", "H", "H", "H", "H", "H", "H", "H", "H", "H", "H", "H", "H", "H", "H", "H", "H", "H", "H", "C", "O", "C", "C", "O", "C", "H", "H", "H", "H", "H", "H", "H", "H", "H", "H", "C", "O", "C", "C", "O", "C", "H", "H", "H", "H", "H", "H", "H", "H", "H", "H", "C", "O", "C", "C", "O", "C", "H", "H", "H", "H", "H", "H", "H", "H", "H", "H", "C", "O", "C", "C", "O", "C", "H", "H", "H", "H", "H", "H", "H", "H", "H", "H", "C", "O", "C", "C", "O", "C", "H", "H", "H", "H", "H", "H", "H", "H", "H", "H"],
  "positions_angstrom": [[4.415, -5.245, -2.162], [3.195, -5.241, -3.278], [2.607, -6.415, -3.548], [2.782, -3.963, -3.939], [1.617, -3.439, -3.156], [1.702, -1.784, -2.949], [2.962, -1.517, -1.882], [3.764, -0.097, -2.258], [5.046, 0.163, -1.212], [6.402, 0.282, -2.113], [6.747, -0.970, -3.096], [6.100, -2.246, -2.789], [8.391, -1.277, -3.070], [8.690, -2.779, -3.258], [4.974, -0.972, -0.291], [6.118, -1.145, 0.582], [7.340, -1.592, 0.290], [5.857, -0.852, 2.212], [6.846, 0.264, 2.859], [6.622, 0.558, 4.491], [5.419, -0.411, 5.105], [4.521, -1.476, 4.264], [4.759, -1.665, 2.803], [4.915, 1.531, -0.330], [6.219, 1.991, 0.282], [3.940, 1.213, 0.782], [4.312, 2.845, -1.079], [2.839, 2.937, -0.807], [4.909, 4.054, -0.398], [4.552, 2.952, -2.528], [4.198, -4.512, -1.258], [4.614, -6.338, -1.725], [5.460, -4.901, -2.623], [1.629, -4.010, -2.121], [0.645, -3.761, -3.739], [1.878, -1.259, -3.987], [0.696, -1.450, -2.419], [2.452, -1.356, -0.840], [3.641, -2.465, -1.963], [2.937, 0.726, -2.190], [4.103, -0.142, -3.385], [7.340, 0.407, -1.384], [6.440, 1.261, -2.797], [6.507, -0.705, -4.221], [6.377, -2.627, -1.904], [8.883, -0.700, -3.966], [8.883, -0.998, -2.032], [8.451, -3.307, -2.372], [8.175, -3.162, -4.079], [7.666, 0.859, 2.229], [7.236, 1.340, 5.107], [5.178, -0.304, 6.264], [3.658, -2.110, 4.776], [1.635, 2.381, 9.507], [1.028, 2.729, 8.267], [1.990, 3.108, 7.280], [2.245, 1.970, 6.286], [2.891, 0.862, 6.922], [1.982, -0.192, 7.222], [0.887, 1.884, 10.130], [2.479, 1.700, 9.372], [1.973, 3.288, 10.019], [2.925, 3.438, 7.750], [1.569, 3.960, 6.736], [2.925, 2.330, 5.507], [1.315, 1.653, 5.800], [1.727, -0.731, 6.305], [1.072, 0.177, 7.699], [2.476, -0.884, 7.909], [-3.099, 1.366, 0.039], [-3.813, 0.289, 0.637], [-3.767, -0.899, -0.157], [-2.748, -1.899, 0.398], [-1.411, -1.403, 0.269], [-0.910, -0.881, 1.495], [-2.973, 2.153, 0.787], [-2.109, 1.057, -0.307], [-3.674, 1.768, -0.800], [-3.555, -0.660, -1.206], [-4.763, -1.351, -0.110], [-2.803, -2.821, -0.193], [-2.971, -2.154, 1.440], [-0.652, -1.705, 2.168], [-1.628, -0.219, 1.981], [-0.004, -0.310, 1.278], [-5.273, 4.763, 5.898], [-5.880, 5.111, 4.658], [-4.918, 5.490, 3.670], [-4.663, 4.352, 2.677], [-4.017, 3.244, 3.312], [-4.926, 2.190, 3.613], [-6.021, 4.266, 6.521], [-4.429, 4.082, 5.762], [-4.936, 5.670, 6.410], [-3.984, 5.820, 4.141], [-5.339, 6.342, 3.127], [-3.983, 4.712, 1.897], [-5.593, 4.035, 2.191], [-5.181, 1.651, 2.696], [-5.836, 2.559, 4.090], [-4.432, 1.498, 4.299], [-6.094, 2.509, -6.373], [-7.073, 2.347, -5.352], [-6.905, 1.124, -4.629], [-6.228, 1.368, -3.276], [-4.875, 1.803, -3.443], [-4.737, 3.209, -3.270], [-6.128, 3.544, -6.722], [-5.084, 2.301, -6.008], [-6.325, 1.847, -7.213], [-6.345, 0.392, -5.223], [-7.906, 0.720, -4.453], [-6.192, 0.420, -2.726], [-6.798, 2.084, -2.672], [-4.796, 3.457, -2.206], [-5.496, 3.766, -3.822], [-3.753, 3.504, -3.643], [-6.809, -2.913, -3.786], [-5.968, -2.333, -4.778], [-4.616, -2.199, -4.331], [-3.727, -3.305, -4.911], [-4.087, -4.587, -4.388], [-4.872, -5.342, -5.306], [-7.751, -3.202, -4.259], [-6.359, -3.804, -3.339], [-7.019, -2.176, -3.005], [-4.565, -2.186, -3.236], [-4.255, -1.232, -4.697], [-2.691, -3.117, -4.608], [-3.761, -3.306, -6.007], [-4.232, -5.730, -6.104], [-5.681, -4.750, -5.736], [-5.310, -6.187, -4.767]],
  "lumo_ev": -0.6,
  "largest_force_ha_per_bohr": 0.169,
  "homo_lumo_gap_ev": 8.6,
  "multiplicity": 1
}